Record 1
DFT (ωB97M-V/def2-TZVPD) results for C5H7N2O2 as an isolated structure.

Results
**Molar mass**: 127.12 g/mol
**Calculated total energy**: -454.6007 a.u.
**Total charge**: -1
**Lowest unoccupied orbital energy (spin up / spin down)**: 3.81 / 3.81 eV
**Gap between HOMO and LUMO (spin up / spin down)**: 6.3 / 6.3 eV
**E_HOMO (spin up / spin down)**: -2.52 / -2.52 eV

Geometry (Å):
H (1.266, -1.674, 0.316)
H (-1.793, -1.028, 1.665)
O (-1.059, -1.895, -1.234)
C (-2.043, 0.747, -0.292)
C (-0.822, 0.176, 0.005)
C (0.345, 1.003, 0.537)
C (1.482, 0.456, -0.429)
H (0.700, 0.814, 1.634)
H (0.382, 2.133, 0.399)
H (1.450, 0.851, -1.370)
N (-3.013, 1.355, -0.510)
H (1.370, -1.613, -1.296)
H (2.380, 0.783, 0.056)
O (-1.433, -0.196, 1.661)
C (1.109, -0.985, -0.496)
N (-0.321, -0.925, -0.646)

=====

Record 2
DFT (ωB97M-V/def2-TZVPD) results for an isolated ion of composition C5H7N2O2S and charge -1.

Results
**Molar mass**: 159.19 g/mol
**SMILES**: CC=[S@](=O)([O-])c1ncc[nH]1
**Calculated total energy**: -852.8429 a.u.
**Total charge**: -1
**Lowest unoccupied orbital energy**: 3.62 eV
**Gap between HOMO and LUMO**: 6.8 eV
**E_HOMO**: -3.19 eV

Geometry (Å):
H (1.809, 0.047, 3.258)
C (-1.757, 1.083, -2.081)
C (0.019, 0.310, -1.177)
N (-1.189, 0.731, -0.887)
H (2.591, 0.363, 1.791)
C (-0.919, 0.831, -3.080)
S (1.472, -0.425, -0.218)
O (1.711, -1.658, -1.011)
H (0.361, -1.458, 1.467)
C (2.021, -0.436, 2.350)
H (-1.061, 0.964, -4.129)
H (-2.884, 1.146, -2.147)
C (0.841, -0.536, 1.326)
N (0.161, 0.276, -2.511)
H (2.384, -1.409, 2.379)
O (2.488, 0.600, -0.479)
H (1.129, 0.009, -2.972)

=====

Record 3
DFT (ωB97M-V/def2-TZVPD) results for an isolated ion of composition C5H7N2O3 and charge +1.

Results
**Molar mass**: 143.12 g/mol
**SMILES**: O=C/[NH+]=C\NC(=O)/C=C/O
**Calculated total energy**: -529.6526 a.u.
**Total charge**: +1
**Lowest unoccupied orbital energy**: -4.44 eV
**Gap between HOMO and LUMO**: 9.2 eV
**E_HOMO**: -13.64 eV

Geometry (Å):
O (3.251, -1.214, 0.625)
O (-0.607, -2.011, 1.772)
H (-1.364, 2.074, -0.851)
C (1.989, -1.345, 1.026)
H (1.882, -1.947, 1.950)
C (-0.396, -1.429, 0.757)
H (1.204, -0.570, -0.726)
C (-1.864, 0.140, -0.478)
H (-2.274, -1.730, -0.048)
H (-2.742, 0.289, -1.176)
N (-1.177, 1.249, -0.306)
H (0.709, 2.006, 0.481)
C (0.918, -0.999, 0.276)
O (-0.385, 1.269, 1.861)
N (-1.562, -0.994, -0.040)
H (3.688, -0.917, -0.239)
C (-0.177, 1.514, 0.722)

=====

Record 4
DFT (ωB97M-V/def2-TZVPD) results for a 2-piece molecular cluster, C5H7N2O4 overall.

Results
**Molar mass**: 159.12 g/mol
**Calculated total energy**: -604.8438 a.u.
**Total charge**: +1
**Lowest unoccupied orbital energy**: -5.20 eV
**Gap between HOMO and LUMO**: 10.0 eV
**E_HOMO**: -15.16 eV

Geometry (Å):
C (2.733, 0.365, -1.420)
O (-0.949, -0.881, -2.102)
H (-2.671, 0.914, 0.753)
H (-1.495, 0.309, -0.400)
N (-0.631, 0.457, 1.497)
N (2.293, -0.140, -0.346)
C (-1.079, -1.739, -2.866)
H (2.345, 1.175, -1.947)
C (-1.521, 0.926, 0.461)
H (-0.002, -0.211, 3.294)
H (-1.309, 1.812, 0.032)
C (-0.720, 0.303, 2.752)
O (-1.100, -2.502, -3.726)
H (-1.536, 0.763, 3.439)
C (0.423, -0.410, 0.943)
O (0.443, -1.580, 1.254)
O (1.046, 0.357, 0.114)
H (3.732, 0.084, -1.733)

=====

Taking the records one at a time from the top gives relative energy (zero: lowest compared OMol25 entry of this formula, charge and spin) values of 126.8 102.2 26.3 0.0 kcal per mole.